Below is a cluster of 7 separate species, C40H90BN6O20 in total, with properties calculated with ωB97M-V with the def2-TZVPD basis set.

## Properties
HOMO-LUMO gap   0.3035 Ha
HOMO   -6.30 eV
LUMO   2.0 eV
Energy relative to the best compared isomer or geometry (same formula, charge and spin)   21.3 kcal/mol
Net charge   -1

XYZ file:
```
157
C40H90BN6O20 | the OMol25 dataset | ωB97M-V with the def2-TZVPD basis set
O -2.311 -2.541 -4.621
C -1.581 -2.019 -3.830
O -1.884 -1.660 -2.564
B -0.728 -1.005 -2.011
O 0.399 -1.116 -2.918
C -0.101 -1.690 -4.023
O 0.515 -1.885 -5.040
O -0.442 -1.608 -0.724
C -0.644 -0.724 0.206
O -0.495 -0.892 1.422
C -1.075 0.573 -0.464
O -1.143 0.403 -1.778
O -1.501 1.606 0.135
C 2.263 -4.900 -9.011
O 1.000 -5.683 -9.031
C 0.984 -6.748 -8.103
C -0.273 -7.584 -8.414
N -1.634 -7.370 -7.882
C -1.676 -7.311 -6.447
C -2.935 -7.830 -5.744
O -2.524 -8.326 -4.468
C -3.545 -8.492 -3.508
H 2.333 -4.251 -9.884
H 3.076 -5.624 -9.063
H 2.341 -4.224 -8.160
H 1.103 -6.404 -7.076
H 1.835 -7.391 -8.329
H 0.092 -8.611 -8.386
H -0.390 -7.547 -9.497
H -1.716 -6.402 -8.158
H -1.400 -6.407 -5.903
H -0.855 -7.932 -6.089
H -3.480 -8.567 -6.333
H -3.621 -6.991 -5.626
H -4.103 -7.556 -3.464
H -2.924 -8.449 -2.614
H -4.122 -9.409 -3.626
C -10.773 2.552 5.916
O -9.837 2.780 4.795
C -10.046 4.033 4.177
C -8.643 4.786 4.036
N -7.579 4.150 3.307
C -7.665 4.661 1.907
C -7.043 3.502 0.919
O -7.773 2.303 1.137
C -8.070 1.626 -0.074
H -11.724 3.079 5.989
H -10.065 2.757 6.719
H -10.907 1.482 6.073
H -10.694 4.627 4.822
H -10.546 3.866 3.222
H -8.175 4.964 5.004
H -8.909 5.801 3.741
H -6.732 4.573 3.660
H -7.198 5.645 1.865
H -8.705 4.826 1.625
H -5.960 3.475 1.043
H -7.044 3.933 -0.082
H -8.792 2.239 -0.614
H -8.603 0.691 0.098
H -7.174 1.336 -0.623
C -6.218 0.175 7.440
O -6.032 0.566 6.095
C -4.686 0.780 5.836
C -4.282 0.828 4.347
N -5.130 -0.037 3.585
C -5.140 -1.445 3.888
C -6.028 -2.274 2.926
O -7.357 -1.822 3.023
C -8.370 -2.621 2.363
H -5.684 0.852 8.108
H -5.885 -0.859 7.536
H -7.271 0.214 7.718
H -4.022 0.012 6.233
H -4.428 1.757 6.245
H -3.245 0.582 4.120
H -4.527 1.823 3.975
H -4.757 -0.068 2.647
H -5.498 -1.633 4.900
H -4.122 -1.821 3.996
H -5.997 -3.316 3.244
H -5.771 -2.185 1.870
H -9.359 -2.163 2.363
H -8.352 -3.627 2.782
H -8.030 -2.648 1.328
C -0.521 9.261 0.125
O -0.039 7.968 0.036
C 1.322 7.791 0.188
C 1.771 6.248 -0.074
N 3.222 6.059 0.118
C 3.604 4.722 -0.293
C 5.099 4.502 -0.215
O 5.853 5.524 -0.641
C 7.103 5.122 -1.221
H -1.550 9.109 -0.203
H -0.039 9.990 -0.526
H -0.316 9.632 1.129
H 1.707 8.084 1.165
H 1.753 8.578 -0.432
H 1.497 6.072 -1.115
H 1.041 5.736 0.553
H 3.798 6.826 -0.200
H 3.141 4.385 -1.221
H 3.207 3.970 0.388
H 5.060 3.749 -1.002
H 5.285 4.107 0.783
H 7.815 5.928 -1.041
H 7.059 5.123 -2.310
H 7.369 4.102 -0.943
C 8.325 -8.849 -4.122
O 7.924 -7.663 -4.716
C 6.491 -7.647 -4.927
C 6.291 -6.168 -5.372
N 6.398 -5.328 -4.204
C 5.772 -4.028 -4.491
C 6.309 -3.029 -3.470
O 7.477 -2.333 -3.869
C 7.716 -1.104 -3.185
H 9.413 -8.799 -4.074
H 8.138 -9.765 -4.682
H 7.927 -8.969 -3.115
H 5.890 -7.967 -4.076
H 6.207 -8.406 -5.656
H 5.297 -6.083 -5.810
H 6.945 -5.779 -6.153
H 7.378 -5.279 -3.963
H 4.684 -4.069 -4.450
H 6.121 -3.673 -5.460
H 6.486 -3.479 -2.493
H 5.526 -2.304 -3.249
H 6.815 -0.491 -3.173
H 8.458 -0.590 -3.797
H 8.073 -1.218 -2.161
C 8.562 7.275 5.959
O 7.584 6.561 5.132
C 6.819 5.586 5.931
C 6.120 4.628 5.008
N 5.165 3.708 5.785
C 4.140 3.391 4.745
C 3.972 1.839 4.894
O 4.985 1.213 4.238
C 4.926 -0.228 4.139
H 9.095 7.801 5.166
H 9.139 6.517 6.489
H 8.160 7.924 6.737
H 6.142 6.136 6.584
H 7.516 5.035 6.563
H 6.932 4.092 4.515
H 5.592 5.213 4.255
H 5.691 2.850 5.869
H 4.300 3.723 3.719
H 3.246 3.919 5.079
H 3.032 1.534 4.435
H 3.873 1.492 5.923
H 4.094 -0.643 4.708
H 5.835 -0.755 4.430
H 4.782 -0.565 3.113
```